Entry 1:
{"formula": "C9H16B3F7O6S", "method": "ωB97M-V/def2-TZVPD", "species": ["C", "C", "C", "B", "O", "B", "O", "B", "C", "F", "F", "C", "F", "F", "C", "F", "F", "F", "O", "H", "H", "H", "H", "H", "H", "H", "H", "C", "C", "O", "S", "C", "O", "O", "H", "H", "H", "H", "H", "H", "H", "H"], "xyz": [[-0.937, 0.218, -0.391], [-0.435, -0.488, -1.666], [0.633, -1.570, -1.401], [0.102, -2.876, -0.749], [-0.877, -2.885, 0.244], [-0.705, -3.726, 1.316], [0.126, -4.834, 1.170], [0.958, -4.838, 0.082], [2.365, -5.619, 0.174], [2.824, -5.958, -1.060], [2.239, -6.764, 0.882], [3.432, -4.720, 0.881], [2.771, -3.627, 1.364], [3.992, -5.341, 1.916], [4.570, -4.166, -0.013], [5.260, -5.145, -0.590], [4.052, -3.378, -0.958], [5.408, -3.447, 0.733], [0.654, -4.133, -1.043], [-1.957, -0.068, -0.128], [-0.300, -0.037, 0.463], [-0.895, 1.303, -0.498], [-0.013, 0.256, -2.349], [-1.275, -0.939, -2.205], [1.169, -1.835, -2.321], [1.390, -1.161, -0.712], [-1.224, -3.508, 2.360], [-3.778, 5.228, -1.315], [-3.134, 6.262, -0.421], [-2.558, 5.690, 0.784], [-1.192, 4.902, 0.635], [-0.792, 4.813, 2.343], [-0.251, 5.731, -0.057], [-1.443, 3.582, 0.139], [-3.042, 4.545, -1.735], [-4.286, 5.738, -2.134], [-4.509, 4.641, -0.759], [-2.357, 6.826, -0.939], [-3.868, 6.968, -0.038], [-0.620, 5.818, 2.716], [0.114, 4.214, 2.413], [-1.611, 4.327, 2.866]], "atomic_forces_ev_per_a": [[0.2, 0.0, 0.0], [0.0, 0.1, 0.0], [-0.2, 0.0, -0.3], [-0.6, -0.3, 0.0], [0.6, 0.4, 0.4], [-0.3, -0.3, -0.3], [0.4, 0.4, 0.2], [-0.6, -0.4, -0.2], [-0.1, 0.0, -0.1], [0.0, 0.0, -0.1], [0.0, -0.2, 0.2], [0.0, 0.1, -0.2], [0.0, 0.2, 0.1], [0.1, -0.2, 0.2], [-0.1, -0.1, -0.2], [0.0, 0.0, 0.1], [0.0, 0.0, 0.0], [-0.1, 0.0, 0.0], [0.8, 0.5, 0.3], [0.1, 0.0, 0.0], [-0.1, 0.0, -0.1], [-0.1, -0.1, 0.0], [0.0, -0.1, 0.1], [0.1, 0.1, 0.0], [0.0, 0.1, 0.1], [0.0, -0.1, -0.1], [-0.1, -0.1, -0.1], [0.0, -0.1, 0.0], [0.0, 0.2, -0.1], [-0.1, -0.1, 0.0], [0.0, 0.0, 0.0], [0.0, 0.0, 0.0], [0.0, 0.0, 0.0], [0.0, 0.0, 0.0], [0.0, 0.0, 0.0], [0.0, 0.0, 0.0], [0.0, 0.0, 0.0], [0.0, 0.0, 0.0], [0.0, 0.0, 0.0], [0.0, 0.0, 0.0], [0.0, 0.0, 0.0], [0.0, 0.0, 0.0]], "charge": 0, "smiles": "CCCB1OBOB(C(F)(F)C(F)(F)C(F)(F)F)O1.CCOS(C)(=O)=O", "molar_mass_g_mol": 417.710, "energy_ha": -1976.0696, "multiplicity": 1}

Entry 2:
{"formula": "C9H16BF2N3O5", "method": "ωB97M-V/def2-TZVPD", "species": ["N", "C", "N", "C", "C", "C", "C", "C", "C", "O", "N", "H", "H", "H", "H", "H", "H", "H", "H", "H", "H", "H", "H", "H", "H", "H", "H", "B", "O", "C", "O", "C", "O", "O", "F", "F"], "xyz": [[0.837, 3.004, 2.396], [0.991, 1.746, 1.958], [1.853, 1.559, 0.920], [1.726, 0.293, 0.156], [1.451, -0.850, 1.113], [0.144, -0.566, 1.857], [-1.083, -0.515, 0.931], [-2.287, 0.285, 1.459], [-3.627, -0.309, 1.027], [-3.841, -0.196, -0.368], [0.354, 0.732, 2.563], [0.549, 3.210, 3.336], [1.123, 3.761, 1.801], [2.800, 1.804, 1.173], [0.954, 0.425, -0.593], [2.658, 0.137, -0.391], [2.274, -0.861, 1.842], [1.423, -1.822, 0.626], [-0.042, -1.335, 2.611], [-1.399, -1.555, 0.789], [-0.813, -0.163, -0.064], [-2.289, 0.386, 2.552], [-2.233, 1.300, 1.041], [-4.448, 0.140, 1.599], [-3.632, -1.384, 1.233], [-3.845, 0.731, -0.617], [-0.437, 1.036, 3.116], [1.792, -1.568, -4.811], [1.192, -0.217, -4.472], [0.654, -0.247, -3.294], [0.094, 0.664, -2.726], [0.848, -1.668, -2.704], [0.456, -2.013, -1.610], [1.479, -2.389, -3.575], [3.154, -1.452, -4.966], [1.171, -2.103, -5.910]], "atomic_forces_ev_per_a": [[0.2, -0.2, 0.2], [0.5, -0.4, 0.1], [-0.7, -0.5, 0.3], [0.4, -0.2, -0.1], [0.0, 0.1, 0.4], [0.2, -0.1, -0.2], [-0.3, -0.3, 0.1], [0.1, 0.1, -0.3], [0.1, -0.1, 0.0], [0.0, -0.2, 0.2], [-0.4, 0.8, -0.8], [-0.2, 0.0, 0.0], [0.2, 0.0, 0.0], [0.0, 0.5, -0.3], [-0.1, 0.0, -0.1], [-0.1, 0.1, 0.1], [-0.1, -0.2, 0.0], [-0.2, 0.1, -0.2], [0.2, 0.3, 0.2], [0.1, 0.1, -0.1], [0.0, 0.0, 0.0], [-0.1, -0.2, 0.0], [0.0, 0.0, 0.3], [0.0, 0.1, -0.1], [0.0, 0.1, 0.0], [0.0, 0.1, 0.0], [0.0, -0.1, 0.1], [0.1, 0.0, -0.2], [0.0, 0.0, -0.1], [-0.1, 0.1, 0.1], [0.1, 0.0, 0.2], [-0.2, -0.1, 0.1], [0.1, 0.1, 0.1], [0.0, 0.0, 0.0], [0.0, 0.0, 0.0], [0.0, 0.0, 0.0]], "charge": 0, "molar_mass_g_mol": 295.051, "energy_ha": -1117.8214, "multiplicity": 1}

Entry 3:
{"formula": "C9H16Br2Cl2NbO3Pd", "method": "ωB97M-V/def2-TZVPD", "species": ["C", "C", "Br", "C", "Br", "Nb", "Cl", "C", "C", "C", "C", "O", "O", "C", "C", "O", "Cl", "H", "H", "H", "H", "H", "H", "H", "H", "H", "H", "H", "H", "H", "H", "H", "H", "Pd"], "xyz": [[3.971, -0.015, 0.994], [3.818, -1.250, -0.010], [3.657, -3.025, 0.929], [2.839, -1.060, -1.241], [3.141, -2.621, -2.482], [0.621, -0.773, -0.872], [0.767, -1.104, 1.579], [-1.626, -0.594, -0.781], [-2.275, 0.045, 0.517], [-3.374, -0.993, 1.136], [-4.745, -0.658, 0.351], [-5.137, -1.392, -0.570], [-5.437, 0.527, 0.735], [0.993, 1.493, -0.750], [0.353, 2.213, 0.494], [0.684, 2.129, 1.678], [-1.044, 3.380, 0.113], [5.067, -0.043, 1.358], [3.340, -0.062, 1.933], [3.897, 0.993, 0.437], [4.868, -1.344, -0.491], [3.215, -0.148, -1.845], [0.407, -2.578, -1.037], [0.457, -0.540, -2.690], [-1.987, 0.020, -1.694], [-2.096, -1.638, -0.934], [-2.895, 0.965, 0.196], [-1.588, 0.387, 1.348], [-3.089, -2.085, 0.932], [-3.515, -0.766, 2.248], [-5.231, 1.209, 0.047], [2.125, 1.616, -0.668], [0.708, 1.979, -1.758], [-0.889, 5.734, 0.799]], "atomic_forces_ev_per_a": [[1.2, 0.0, 0.1], [1.0, 0.6, 0.0], [0.0, 1.4, -0.5], [3.5, 0.1, -0.7], [-1.5, 1.6, 1.2], [-0.2, -0.1, 2.3], [-0.1, 0.1, -2.2], [-2.9, -0.3, -0.7], [-0.9, -0.2, 0.5], [-0.6, 0.9, -0.3], [-0.2, -2.0, -1.7], [1.2, 2.6, 2.9], [1.8, -0.8, -1.0], [0.3, 2.2, -0.2], [2.1, -0.7, 2.9], [-1.2, 0.2, -4.5], [0.3, -0.4, -0.3], [-1.7, -0.1, -0.5], [0.5, 0.1, -1.5], [-0.2, -1.6, 0.9], [-1.8, 0.0, 0.5], [-0.8, -1.3, 0.9], [-0.4, -0.1, -0.3], [0.0, -0.2, 0.7], [1.2, -0.9, 1.0], [1.0, 1.4, 0.1], [1.3, -1.1, 0.3], [-0.7, -0.5, -1.1], [-0.5, 1.7, 0.5], [0.2, -0.5, -1.6], [-0.6, -0.8, 0.7], [-1.4, -0.2, 0.2], [0.1, -0.7, 1.7], [0.1, -0.4, -0.1]], "charge": 1, "molar_mass_g_mol": 602.264, "energy_ha": -6830.8204, "multiplicity": 1}